18 unconnected molecules or ions with the total composition C26H53Cl34NO6S at a distorted geometry. Source: the Open Molecules 2025 dataset; level of theory: ωB97M-V/def2-TZVPD.

ORCA input file:
```
! RIJCOSX wB97M-V def2-TZVPD def2/J DEFGRID3
* xyz 0 1
C -4.04442 -1.55674 0.35348
C -2.96174 -2.81979 0.20320
C -1.80970 -2.35699 -0.87097
O -2.16807 -1.41361 -1.96049
S -1.01719 -0.11580 -1.97519
O -0.31894 0.05161 -3.37102
O -1.89648 1.12406 -1.67854
O 0.04774 -0.56300 -0.70374
C -0.43941 -1.85425 -0.11667
O 0.66089 -2.76350 -0.50817
C 1.19701 -3.45829 0.67469
C 2.51712 -2.66526 1.23953
N 2.22141 -1.48228 2.13443
C 1.36859 -1.84305 3.32995
C 1.87529 -3.15020 4.17966
C 3.48681 -3.20913 4.47336
O 1.15533 -3.09212 5.49332
H -3.40131 -0.58358 0.60006
H -4.85658 -1.78809 1.17357
H -4.58877 -1.45701 -0.68171
H -3.60028 -3.74058 -0.13957
H -2.54994 -3.01708 1.29498
H -1.46459 -3.34172 -1.44046
H -0.73014 -1.82749 1.02496
H 1.58485 -4.52704 0.31094
H 0.36807 -3.67685 1.47228
H 3.08337 -2.22389 0.28584
H 3.26099 -3.45525 1.70202
H 1.81167 -0.66604 1.59265
H 1.23126 -0.93061 4.08686
H 0.25949 -2.09367 2.96711
H 1.50989 -4.12820 3.64651
H 3.88830 -4.30368 4.21725
H 3.72290 -3.01837 5.61566
H 4.12185 -2.43057 3.84732
H 1.51993 -3.78192 6.12262
C 3.76400 2.04487 3.12197
Cl 3.00709 0.88643 4.22202
Cl 2.83946 2.19603 1.62284
H 3.81134 3.02103 3.61071
H 4.77388 1.70199 2.88410
C 2.73494 -1.62279 -3.65202
Cl 3.42691 -0.68212 -4.97918
Cl 3.99746 -2.21079 -2.56328
H 2.04579 -0.98927 -3.08836
H 2.19528 -2.47810 -4.06579
C 5.17131 4.81133 0.80224
Cl 4.99509 4.90926 2.55849
Cl 6.69309 4.02892 0.35832
H 4.34051 4.23140 0.39306
H 5.15617 5.82167 0.38632
C -1.58639 -2.56842 -5.25692
Cl -2.34331 -3.72686 -4.15687
Cl -2.51094 -2.41727 -6.75606
H -1.53905 -1.59226 -4.76818
H -0.57651 -2.91131 -5.49480
C -5.58049 0.76961 -2.37671
Cl -6.30575 2.17645 -3.16401
Cl -6.55489 0.23798 -1.00086
H -5.51108 -0.04649 -3.10000
H -4.58124 1.03547 -2.02340
C 7.85456 1.77368 2.82021
Cl 6.72389 2.47928 3.98156
Cl 7.77579 0.00788 2.84816
H 7.60027 2.12531 1.81737
H 8.86932 2.08861 3.07534
C 7.96529 5.85409 -2.82517
Cl 6.83462 6.55969 -1.66382
Cl 7.88652 4.08829 -2.79722
H 7.71100 6.20572 -3.82801
H 8.98005 6.16902 -2.57004
C -4.79620 4.01502 -6.19993
Cl -3.16915 4.69445 -6.07310
Cl -5.06754 3.30803 -7.79730
H -4.91730 3.23768 -5.44160
H -5.52751 4.80973 -6.03373
C -5.58243 -0.10008 4.13745
Cl -4.37129 -1.32263 3.73303
Cl -6.03927 0.83894 2.71107
H -6.47042 -0.59700 4.53564
H -5.16865 0.57514 4.89036
C 9.72854 -3.08827 2.51951
Cl 9.82953 -3.65626 4.19051
Cl 8.28892 -3.72686 1.71655
H 9.68255 -1.99655 2.51695
H 10.61617 -3.42145 1.97628
C -5.75403 -4.11619 -2.25344
Cl -6.30280 -2.44346 -2.41421
Cl -6.60681 -4.94229 -0.94373
H -5.94413 -4.64468 -3.19075
H -4.68269 -4.11999 -2.03845
C 0.84261 -7.08441 7.02891
Cl -0.24124 -6.38344 8.23678
Cl 2.26809 -6.06733 6.78686
H 1.16374 -8.07182 7.36935
H 0.30666 -7.17715 6.08120
C -0.31077 4.68764 1.40265
Cl -0.27335 2.92691 1.24947
Cl 1.16889 5.29200 2.15789
H -0.40853 5.12933 0.40799
H -1.16687 4.97299 2.01883
C -3.76192 6.46980 1.52671
Cl -3.72450 4.70907 1.37354
Cl -2.28226 7.07416 2.28196
H -3.85967 6.91150 0.53206
H -4.61801 6.75515 2.14290
C -9.77124 2.68754 2.41848
Cl -9.61023 3.94416 3.65137
Cl -9.93889 1.09002 3.15662
H -10.65705 2.89445 1.81308
H -8.88118 2.69495 1.78464
C 6.68040 -1.03656 -6.97079
Cl 7.37236 -0.09589 -8.29795
Cl 7.94292 -1.62456 -5.88205
H 5.99124 -0.40304 -6.40713
H 6.14073 -1.89187 -7.38456
C -8.59294 3.15700 -6.38049
Cl -9.57910 3.69063 -7.74715
Cl -8.31225 4.48103 -5.24329
H -9.11168 2.34686 -5.86225
H -7.63059 2.79921 -6.75448
*
```

Computed properties:
Kohn-Sham gap   0.31469 Ha
HOMO   -0.3265 Ha

=====

A molecular structure, C26H54BrIN2O12P2S at a distorted geometry. Source: the Open Molecules 2025 dataset; level of theory: ωB97M-V/def2-TZVPD.

ORCA input file:
```
! RIJCOSX wB97M-V def2-TZVPD def2/J DEFGRID3
* xyz 0 1
C -8.41495 1.48476 3.01023
C -8.79464 1.37355 1.51450
S -8.01923 2.77648 0.66419
C -7.36503 2.19048 -0.91432
C -5.83859 1.81828 -0.87554
I -5.17201 2.44688 1.14846
C -4.86664 2.66471 -1.71902
O -5.05928 3.72624 -2.25559
N -3.66934 1.92603 -1.69231
C -3.86441 0.47157 -1.49533
C -3.10965 -0.04700 -0.25781
N -2.86418 -1.49565 -0.27057
C -3.26743 -0.23510 -2.72949
C -1.77058 0.07849 -2.98489
C -0.78741 -0.98948 -2.50969
O 0.50203 -0.71290 -3.06254
C -5.40828 0.42193 -1.32503
Br -6.37386 0.19299 -3.05695
C -6.01169 -0.67141 -0.38147
O -7.32956 -1.08017 -0.80648
C -7.53977 -2.42580 -0.63543
C -8.43461 -2.77676 0.53552
O -7.08544 -3.26739 -1.36512
H -9.19310 1.07382 3.65038
H -8.34246 2.54408 3.27479
H -7.43560 1.06123 3.21787
H -8.42945 0.40975 1.16231
H -9.87839 1.44260 1.47476
H -8.00644 1.35577 -1.17724
H -7.52183 3.01487 -1.60574
H -3.22907 2.19607 -2.56729
H -3.60212 0.20943 0.67950
H -2.14685 0.47146 -0.22420
H -2.80611 -1.87524 0.66201
H -3.55742 -2.01578 -0.78558
H -3.39419 -1.31683 -2.72553
H -3.80786 0.12456 -3.60359
H -1.45519 1.04885 -2.60054
H -1.65687 0.12703 -4.07031
H -1.10583 -2.00833 -2.71393
H -0.68168 -0.90127 -1.42661
H 0.97087 -0.11788 -2.47784
H -6.15684 -0.29480 0.63281
H -5.41749 -1.58107 -0.34218
H -9.31821 -2.13999 0.52713
H -8.73399 -3.81492 0.43676
H -7.88522 -2.64584 1.46852
O 6.59782 -2.85632 -3.39113
P 5.99312 -1.61684 -2.84093
O 6.03785 -0.52826 -4.05572
C 5.41048 -0.83902 -5.29642
C 3.89650 -0.77655 -5.19588
O 7.18163 -1.03436 -1.89038
C 8.32633 -1.81949 -1.56218
C 9.46627 -1.54657 -2.52167
O 4.89566 -0.79545 -1.92222
C 3.63897 -1.40165 -1.57634
C 3.76702 -2.85219 -1.16037
H 5.73461 -1.82091 -5.65091
H 5.76170 -0.09802 -6.01463
H 3.51453 -1.59989 -4.58361
H 3.43813 -0.85410 -6.18191
H 3.57942 0.15733 -4.73102
H 8.07726 -2.87965 -1.53221
H 8.62476 -1.53388 -0.55101
H 9.15360 -1.68132 -3.55691
H 10.30781 -2.21167 -2.32143
H 9.80546 -0.51425 -2.42360
H 2.94160 -1.30190 -2.41168
H 3.23086 -0.82201 -0.74572
H 4.07962 -3.47882 -2.00325
H 2.81228 -3.23300 -0.79873
H 4.51408 -2.96436 -0.37223
O 4.06189 2.34768 5.25642
P 3.49688 1.39351 4.26911
O 2.38590 2.24374 3.42467
C 2.78035 3.43390 2.75011
C 3.60347 3.13540 1.50947
O 2.51431 0.47366 5.18462
C 2.55454 0.52793 6.60959
C 1.52803 1.50460 7.14561
O 3.60915 0.15003 3.18965
C 4.86617 -0.16420 2.56688
C 6.03584 -0.13146 3.52830
H 3.32921 4.09172 3.42888
H 1.86167 3.94743 2.46604
H 4.58779 2.74275 1.78440
H 3.75739 4.03873 0.91880
H 3.10810 2.38696 0.88981
H 3.55601 0.77016 6.96311
H 2.32462 -0.47700 6.96929
H 1.64049 2.48808 6.68960
H 1.62156 1.60855 8.22774
H 0.51920 1.15976 6.91339
H 5.03608 0.51515 1.72689
H 4.76533 -1.16719 2.15051
H 6.22451 0.88685 3.88705
H 6.94335 -0.48545 3.03998
H 5.83674 -0.75637 4.40051
*
```

Computed properties:
Kohn-Sham gap   0.26941 Ha
HOMO   -0.2849 Ha

=====

Which of these has the lowest HOMO?
C26H53Cl34NO6S

=====

Which of these has the lowest Kohn-Sham gap?
C26H54BrIN2O12P2S

=====

Among the records above, which one has the highest HOMO?
C26H54BrIN2O12P2S

=====

Among the records above, which one has the highest Kohn-Sham gap?
C26H53Cl34NO6S